[1]
{"formula": "C6H8ClNO7P2", "method": "the ωB97M-V functional and the def2-TZVPD basis", "max_force_ev_per_a": 18.582, "multiplicity": 1, "homo_energy_ev": -9.1, "homo_lumo_gap_ev": 9.02, "energy_ha": -1957.7482, "e_above_lowest_ev": 6.169, "species": ["O", "O", "Cl", "N", "O", "O", "O", "O", "O", "C", "C", "C", "C", "C", "C", "P", "P", "H", "H", "H", "H", "H", "H", "H", "H"], "positions_angstrom": [[1.9614, 0.2253, -2.3352], [1.4313, 2.6551, 0.3883], [-4.4714, -3.7493, 1.4918], [-2.8957, -2.4905, -0.2096], [4.3690, -0.0326, -2.0370], [3.1136, 2.2362, -1.8559], [1.8754, 1.7224, 1.8527], [0.5850, 0.0203, 0.0779], [3.0110, 0.3570, -0.0055], [-2.1869, -1.3919, -0.6457], [-3.3738, -2.5084, 1.0575], [-3.0793, -1.6013, 2.0342], [-2.1593, -0.5494, 1.5845], [-1.7929, -0.3999, 0.3051], [-0.7529, 0.5981, -0.1008], [3.0612, 0.7264, -1.5445], [1.7378, 1.1326, 0.4651], [4.0811, -0.9552, -2.0462], [2.9173, 2.2262, -2.8132], [1.5743, 2.5419, 1.3609], [-1.8939, -1.4477, -1.6535], [-3.4817, -1.9274, 3.0036], [-1.8391, 0.1886, 2.2648], [-0.9066, 1.4171, 0.4783], [-0.8846, 1.0063, -1.1178]], "forces_ev_per_angstrom": [[-1.99, -1.08, -0.21], [-3.77, 4.95, -17.51], [-0.28, -0.77, -0.19], [-0.02, 1.77, -0.44], [0.41, 0.74, 0.91], [1.75, 1.28, 0.45], [4.57, -12.31, 12.71], [1.16, 2.48, 0.62], [0.75, 1.25, -0.17], [-1.46, -2.13, 3.93], [0.85, 0.52, -1.74], [1.75, 0.97, -1.03], [-2.70, -1.72, 2.57], [0.86, -1.52, -3.33], [-0.46, -1.39, -1.58], [1.43, -2.55, -4.24], [-4.58, 1.30, 3.93], [0.37, -0.28, -0.31], [-0.15, 0.53, 0.28], [-0.48, 4.06, 3.33], [0.46, 0.26, -1.10], [0.58, 1.30, -0.08], [0.42, 0.64, 0.99], [0.19, 2.53, 2.12], [0.35, -0.80, 0.09]], "lowdin_charge": [-0.210, -0.127, 0.694, 0.060, -0.068, -0.048, -0.130, -0.142, -0.115, -0.013, -0.781, -0.060, 0.006, -0.203, -0.147, 0.207, 0.539, 0.097, 0.129, -0.237, 0.105, 0.101, 0.109, 0.081, 0.149]}

=====

[2]
{"formula": "C3H4KNaO4", "method": "the ωB97M-V functional and the def2-TZVPD basis", "max_force_ev_per_a": 4.314, "multiplicity": 1, "total_charge": 2, "homo_energy_ev": -16.9, "homo_lumo_gap_ev": 9.63, "energy_ha": -1179.2949, "species": ["O", "C", "C", "O", "O", "C", "K", "H", "H", "Na", "O", "H", "H"], "positions_angstrom": [[0.3523, 0.4851, -0.8517], [1.2917, -0.3806, -0.2256], [-0.9219, 0.4438, -0.5558], [2.3514, 0.2119, -0.0009], [0.8388, -1.3655, 0.3580], [-1.6651, 1.2125, 0.3167], [5.2345, 0.3616, -0.7453], [-2.6702, 1.4850, -0.0063], [-1.1427, 2.0932, 0.6957], [1.3654, -1.9354, 2.4341], [-1.5653, -0.7952, -0.5741], [-1.0497, -1.4773, -1.0708], [-2.4191, -0.3391, 0.2260]], "forces_ev_per_angstrom": [[-1.78, 0.66, -1.54], [1.72, 1.60, 3.62], [0.32, -0.58, 2.94], [0.21, -0.79, -1.53], [-0.67, -1.30, -0.70], [0.44, 1.32, -1.80], [-0.24, 0.11, -0.01], [-0.39, -0.34, 0.12], [-0.26, -0.27, 0.31], [-0.01, -0.08, -0.09], [0.04, 0.28, -0.83], [-0.99, -0.44, 0.24], [1.59, -0.17, -0.74]], "lowdin_charge": [0.157, -0.663, -0.331, 0.000, -0.024, 0.105, 0.982, 0.114, 0.113, 0.884, 0.106, 0.202, 0.355]}

=====

[3]
{"formula": "C61H49Cl2F3HgN6O6S2Sb", "method": "the ωB97M-V functional and the def2-TZVPD basis", "max_force_ev_per_a": 0.590, "multiplicity": 2, "total_charge": -2, "homo_energy_ev": [-0.3, -2.9], "homo_lumo_gap_ev": [3.98, 6.62], "energy_ha": -5544.0753, "species": ["Hg", "Cl", "C", "C", "C", "N", "C", "O", "C", "C", "C", "C", "C", "N", "C", "C", "C", "Cl", "N", "C", "O", "C", "C", "C", "C", "C", "N", "H", "H", "H", "H", "H", "H", "H", "H", "H", "H", "C", "C", "C", "N", "C", "S", "N", "C", "O", "C", "C", "C", "C", "C", "C", "H", "H", "H", "H", "H", "H", "H", "H", "H", "H", "H", "H", "H", "H", "O", "S", "C", "C", "C", "C", "C", "C", "C", "C", "C", "C", "C", "C", "H", "H", "H", "H", "H", "H", "H", "H", "H", "H", "C", "C", "O", "O", "H", "H", "H", "F", "C", "C", "C", "C", "C", "C", "Sb", "C", "C", "C", "C", "F", "C", "C", "C", "C", "C", "C", "F", "C", "C", "H", "H", "H", "H", "H", "H", "H", "H", "H", "H", "H", "H"], "positions_angstrom": [[0.2321, 0.3591, -0.1712], [-2.9663, -1.2648, -6.4203], [-1.7136, -0.8479, -5.2778], [-2.0818, -0.4613, -4.0001], [-1.1360, -0.1135, -3.0384], [-1.5065, 0.2335, -1.7314], [-2.6720, 0.8321, -1.4963], [-3.5504, 1.1930, -2.2960], [-2.9514, 1.0907, -0.0288], [-4.2751, 1.1290, 0.3974], [-4.5290, 1.3426, 1.7401], [-3.4600, 1.5635, 2.5970], [-2.1729, 1.5319, 2.0822], [-1.9267, 1.2686, 0.7969], [0.2470, -0.1873, -3.3733], [0.5912, -0.5701, -4.6766], [-0.3754, -0.8883, -5.6170], [0.1408, -1.3354, -7.2258], [1.1616, 0.1420, -2.3807], [2.4721, -0.0204, -2.5219], [3.1281, -0.4193, -3.4976], [3.2906, 0.3679, -1.2920], [4.6616, 0.1346, -1.2994], [5.4060, 0.5105, -0.1952], [4.7728, 1.1404, 0.8659], [3.4054, 1.3465, 0.7817], [2.6877, 0.9469, -0.2610], [-3.1298, -0.4065, -3.7544], [-5.0575, 0.9854, -0.3340], [-5.5475, 1.3492, 2.1130], [-3.6080, 1.7522, 3.6531], [-1.3000, 1.7151, 2.6942], [1.6336, -0.6250, -4.9404], [5.0952, -0.3345, -2.1702], [6.4733, 0.3226, -0.1641], [5.3158, 1.4598, 1.7461], [2.8555, 1.8477, 1.5649], [5.7475, -4.9587, 3.3870], [4.7090, -4.6041, 2.3316], [4.6066, -3.0941, 2.1536], [3.4782, -2.6878, 1.3321], [2.2265, -2.2834, 1.6112], [1.2097, -2.0794, 0.2188], [1.7090, -2.0371, 2.8168], [1.9741, -2.5485, 4.1240], [2.9461, -3.3246, 4.3176], [0.9750, -2.2450, 5.0971], [1.1200, -2.8246, 6.3939], [0.1694, -2.6364, 7.3723], [-0.9833, -1.8744, 7.1356], [-1.1478, -1.3076, 5.8674], [-0.2090, -1.4797, 4.8708], [5.8362, -6.0399, 3.5127], [5.4527, -4.5270, 4.3458], [6.7385, -4.5726, 3.1246], [3.7318, -4.9712, 2.6401], [4.9586, -5.0692, 1.3709], [5.5016, -2.7221, 1.6409], [4.5348, -2.6113, 3.1231], [3.5812, -2.8386, 0.3403], [0.9504, -1.3617, 2.7309], [2.0018, -3.4227, 6.5795], [0.3188, -3.0943, 8.3457], [-1.7278, -1.7318, 7.9095], [-2.0345, -0.7198, 5.6491], [-0.3903, -0.9954, 3.9168], [0.6130, 2.8361, 0.2933], [0.1603, 4.2289, 0.0849], [-1.4173, 4.3537, 0.9333], [-1.3064, 4.6118, 2.2948], [-2.4557, 4.6957, 3.0676], [-3.7001, 4.5163, 2.4804], [-3.8010, 4.2237, 1.1266], [-2.6571, 4.1312, 0.3466], [-0.3998, 4.3187, -1.6154], [-0.2186, 3.2024, -2.4137], [-0.6290, 3.2455, -3.7434], [-1.1894, 4.4027, -4.2601], [-1.3382, 5.5297, -3.4542], [-0.9411, 5.4927, -2.1280], [-0.3253, 4.6839, 2.7505], [-2.3736, 4.8780, 4.1318], [-4.5971, 4.5770, 3.0857], [-4.7693, 4.0399, 0.6766], [-2.7354, 3.8642, -0.6993], [0.2368, 2.3046, -2.0116], [-0.5118, 2.3612, -4.3594], [-1.5147, 4.4311, -5.2932], [-1.7736, 6.4354, -3.8600], [-1.0704, 6.3610, -1.4909], [2.2005, 0.9212, 4.1165], [0.9953, 1.3111, 3.2622], [0.4812, 2.4267, 3.4647], [0.5772, 0.4185, 2.4512], [2.8000, 1.8042, 4.3425], [2.8090, 0.1494, 3.6417], [1.8232, 0.5156, 5.0601], [-6.1297, -3.5456, 6.4880], [-5.2618, -3.3387, 5.4624], [-4.0277, -3.9469, 5.5011], [-3.1492, -3.7316, 4.4433], [-3.4970, -2.9252, 3.3641], [-4.7556, -2.3196, 3.3782], [-5.6509, -2.5217, 4.4211], [-2.2136, -2.4567, 1.6795], [-1.1209, -4.3023, 1.7097], [-1.0844, -5.1315, 0.5898], [-0.2449, -6.2374, 0.5428], [0.5643, -6.4938, 1.6301], [1.3925, -7.5695, 1.5828], [0.5710, -5.6973, 2.7542], [-0.2820, -4.6007, 2.7813], [-3.6948, -3.1561, 0.2783], [-4.4334, -4.3195, 0.5030], [-5.3975, -4.7423, -0.4005], [-5.6092, -3.9832, -1.5367], [-6.5561, -4.3933, -2.4179], [-4.8978, -2.8372, -1.8084], [-3.9356, -2.4316, -0.8860], [-3.7533, -4.5645, 6.3463], [-2.1756, -4.2049, 4.4868], [-5.0587, -1.6785, 2.5546], [-6.6297, -2.0595, 4.4331], [-1.6996, -4.9120, -0.2751], [-0.1979, -6.8787, -0.3279], [1.2472, -5.9026, 3.5744], [-0.2390, -3.9536, 3.6498], [-4.2584, -4.9056, 1.3992], [-5.9787, -5.6414, -0.2379], [-5.0816, -2.2801, -2.7181], [-3.3540, -1.5424, -1.1035]], "forces_ev_per_angstrom": [[-0.03, -0.18, 0.47], [0.04, 0.01, 0.02], [0.02, -0.01, -0.03], [-0.04, 0.01, -0.03], [-0.11, -0.08, 0.13], [-0.02, 0.05, -0.22], [0.11, 0.10, 0.04], [-0.09, -0.05, -0.01], [-0.01, -0.18, -0.07], [0.01, -0.07, 0.06], [0.05, -0.24, 0.02], [-0.02, -0.31, -0.07], [0.02, -0.23, 0.03], [-0.16, -0.26, 0.06], [0.14, -0.01, 0.06], [-0.01, 0.00, 0.06], [0.01, 0.02, -0.03], [-0.03, 0.01, 0.04], [-0.08, 0.02, -0.13], [0.09, -0.02, 0.02], [-0.05, 0.00, -0.02], [-0.03, -0.01, -0.08], [0.03, 0.01, 0.03], [0.04, -0.02, -0.03], [-0.03, 0.02, 0.03], [0.03, -0.04, 0.00], [-0.07, -0.02, 0.00], [0.01, 0.02, 0.01], [-0.01, -0.01, -0.01], [0.00, 0.00, 0.00], [0.01, 0.00, -0.04], [0.01, 0.04, 0.06], [0.02, 0.00, 0.00], [0.01, 0.00, 0.00], [-0.01, 0.00, 0.00], [-0.01, -0.01, -0.02], [-0.06, 0.01, 0.10], [0.02, 0.00, 0.01], [0.00, 0.02, -0.01], [0.05, 0.22, -0.03], [-0.13, -0.30, -0.09], [0.01, 0.10, 0.16], [0.01, -0.02, -0.26], [0.22, -0.25, -0.01], [0.07, -0.28, -0.19], [-0.17, 0.13, 0.08], [-0.07, -0.05, 0.16], [-0.05, 0.07, -0.06], [-0.02, -0.01, -0.01], [0.03, -0.01, -0.05], [0.04, -0.01, 0.03], [-0.05, 0.00, -0.02], [0.00, 0.01, -0.01], [0.00, -0.01, -0.03], [-0.04, 0.00, 0.00], [-0.02, 0.00, 0.02], [-0.02, -0.01, 0.02], [0.02, 0.01, 0.02], [-0.03, -0.04, -0.02], [0.03, 0.01, -0.02], [-0.05, 0.14, 0.04], [0.01, 0.00, 0.01], [-0.01, 0.01, -0.01], [0.01, -0.01, -0.02], [0.01, -0.03, 0.00], [0.00, 0.00, 0.14], [0.58, -0.12, -0.03], [-0.39, 0.01, 0.02], [-0.07, 0.27, 0.07], [0.01, 0.06, -0.04], [-0.03, 0.08, -0.02], [0.08, 0.26, -0.02], [0.08, 0.27, -0.11], [-0.07, 0.21, 0.03], [0.02, 0.01, -0.10], [-0.03, 0.02, -0.02], [0.00, 0.02, -0.02], [0.01, 0.02, 0.04], [-0.01, -0.02, -0.02], [0.00, 0.01, 0.02], [-0.07, 0.02, 0.00], [0.01, -0.01, -0.01], [0.00, -0.01, 0.00], [0.06, 0.02, 0.02], [-0.01, 0.04, -0.03], [-0.01, 0.14, -0.06], [-0.01, 0.05, 0.01], [0.01, 0.00, 0.03], [0.00, -0.02, 0.01], [0.01, -0.01, 0.00], [0.09, 0.05, 0.06], [0.00, -0.13, 0.18], [0.10, -0.14, -0.14], [-0.04, 0.47, -0.24], [0.00, -0.01, 0.00], [-0.03, 0.10, 0.01], [0.03, 0.02, -0.05], [-0.04, 0.00, 0.04], [0.00, 0.02, -0.02], [0.06, 0.00, -0.04], [0.04, -0.03, 0.02], [-0.16, 0.06, -0.05], [0.02, -0.01, 0.02], [0.02, 0.02, -0.02], [-0.02, -0.06, 0.17], [0.02, -0.04, -0.06], [0.01, -0.03, 0.03], [-0.02, 0.03, 0.01], [-0.02, 0.01, 0.00], [0.03, -0.03, 0.00], [0.00, 0.01, -0.01], [0.09, 0.06, 0.02], [0.01, -0.03, -0.04], [-0.03, 0.04, 0.00], [0.02, 0.01, 0.02], [0.01, -0.02, 0.01], [-0.03, -0.02, -0.02], [0.04, 0.03, 0.03], [0.05, -0.01, -0.06], [0.00, 0.01, -0.01], [-0.07, 0.03, -0.01], [0.02, -0.02, 0.01], [0.01, 0.00, 0.00], [-0.01, 0.01, 0.02], [0.00, 0.00, 0.01], [-0.01, 0.01, 0.00], [0.01, 0.01, -0.02], [0.00, 0.02, -0.01], [0.01, 0.02, -0.01], [0.00, 0.00, 0.02], [-0.02, -0.02, 0.02]], "mulliken_spin": [0.009, 0.000, 0.000, 0.000, 0.001, 0.001, 0.000, 0.000, 0.000, 0.000, 0.000, -0.002, -0.002, 0.000, 0.000, 0.000, 0.000, 0.000, 0.001, 0.000, 0.000, -0.003, 0.003, 0.000, -0.001, 0.003, -0.003, 0.000, 0.000, 0.000, 0.000, 0.002, 0.000, 0.000, 0.000, 0.000, 0.001, 0.001, 0.002, -0.013, 0.043, 0.045, 0.017, 0.001, 0.297, 0.202, -0.102, 0.217, -0.128, 0.258, -0.131, 0.160, 0.000, 0.001, -0.001, 0.001, 0.001, -0.001, 0.002, 0.001, -0.005, 0.030, -0.004, 0.034, -0.007, 0.063, 0.000, 0.000, 0.000, 0.000, 0.000, 0.000, 0.000, 0.000, 0.000, 0.000, 0.000, 0.000, 0.000, 0.000, 0.000, 0.000, 0.000, 0.000, 0.000, 0.000, 0.000, 0.000, 0.000, 0.000, 0.044, -0.028, -0.001, -0.004, 0.001, -0.012, -0.008, 0.000, -0.001, 0.009, 0.006, 0.009, 0.007, 0.000, -0.026, 0.004, 0.004, -0.003, -0.001, 0.000, 0.021, -0.036, 0.004, -0.001, 0.000, 0.000, 0.000, 0.000, -0.003, 0.006, -0.016, 0.001, 0.000, -0.001, -0.001, 0.003, 0.027, 0.000, 0.000, 0.000, 0.001]}